Entry 1:
The following is a quantum chemistry calculation of a cluster of 2 separate species, C11H19FN2O6 in total at a distorted geometry, from the Open Molecules 2025 dataset.

The geometry in XYZ format:
```
39
Properties=species:S:1:pos:R:3:forces:R:3
O 0.43691 4.41829 0.63728 1.427 -1.461 0.278
O -1.27696 -3.22952 1.21203 0.183 -0.053 -0.174
O 1.52404 3.41555 -1.70450 0.096 -0.451 2.749
O -0.18453 0.28968 -1.03505 0.030 0.145 0.861
F 5.35826 2.21730 -1.78819 0.949 0.165 0.627
O 1.84208 3.12477 1.85095 -0.085 -0.041 -1.157
O 0.59139 -1.35876 1.59022 0.185 0.428 0.029
C 1.30485 3.55406 0.67271 -2.183 2.315 1.023
C -2.30955 -2.65239 1.52370 0.137 -1.091 0.268
C 1.81139 2.94374 -0.60058 1.438 -1.185 -3.424
C -1.08944 -0.44278 -0.65116 0.741 0.459 -0.248
N -1.67734 -1.20786 -1.58233 -1.072 -0.804 -0.210
N -2.49018 -1.33871 1.38206 -0.185 1.057 -0.549
C -3.46134 -3.42900 2.11558 0.113 0.054 -0.038
C -2.85970 -2.06556 -1.52505 0.338 0.010 0.220
C 4.25599 2.06652 -2.57148 -1.622 -0.460 -0.715
C 2.74915 1.72299 -0.51905 -0.317 0.133 -0.130
C 3.23026 1.16352 -1.87511 -0.047 0.604 0.163
C -0.29199 -0.26919 1.76849 0.415 -0.652 -0.559
C -1.51620 -0.36591 0.83972 -0.138 -0.051 0.369
H 1.41369 3.65590 2.54093 0.003 -0.027 -0.079
H 0.06036 -2.17331 1.50106 0.140 0.145 -0.060
H -1.22667 -1.13135 -2.48190 0.040 0.147 0.133
H -3.38099 -0.97258 1.67572 0.060 0.035 -0.032
H -3.15172 -4.46328 2.26356 -0.018 0.172 -0.063
H -4.31078 -3.39630 1.43623 -0.175 -0.006 0.050
H -3.73559 -2.99526 3.07531 -0.187 -0.002 0.038
H -3.23209 -2.23380 -2.53677 0.105 0.128 0.090
H -2.59527 -3.03352 -1.09580 -0.198 -0.035 0.031
H -3.65289 -1.59686 -0.94222 0.025 -0.092 -0.096
H 4.54880 1.61435 -3.52395 0.146 0.000 0.081
H 3.82450 3.04752 -2.78970 0.111 -0.014 0.153
H 3.61455 1.98231 0.09777 -0.097 0.028 0.126
H 2.20737 0.92816 0.00222 -0.003 0.078 0.152
H 3.69045 0.18438 -1.70816 -0.058 0.109 0.071
H 2.36920 1.00908 -2.53466 0.139 0.097 0.056
H -0.62622 -0.24016 2.80650 -0.323 0.164 0.085
H 0.24613 0.65575 1.55679 0.057 -0.124 -0.062
H -2.00994 0.60221 0.91683 -0.173 0.073 -0.059
```
Positions in Å, forces in eV/Å.

Computed properties:
Multiplicity: 1
SMILES string: CNC(=O)[C@H](CO)NC(C)=O.O=C(O)C(=O)CCCF
Orbital gap: 9.8 eV
Total charge: 0



Entry 2:
The following is a quantum chemistry calculation of a structure of composition C9H19NPPd at a distorted geometry, from the Open Molecules 2025 dataset.

The geometry in XYZ format:
```
31
Properties=species:S:1:pos:R:3:forces:R:3
C 1.74192 1.47793 -1.41536 0.800 -0.017 -0.632
Pd 0.00502 0.38967 -0.32746 -0.378 0.272 0.410
N -0.49133 -1.21241 1.07489 0.070 -1.210 0.567
H -0.08819 1.60508 0.75234 0.197 0.357 0.443
H -1.41932 -1.04482 1.46889 0.347 -0.083 -0.336
H 2.07051 0.74253 -0.63879 -0.224 0.258 -0.284
H 2.10476 2.45562 -1.10489 0.146 -0.073 -0.213
H 0.62799 1.60113 -1.55325 0.524 0.103 -0.113
H 2.12596 1.12944 -2.37809 0.284 0.319 0.135
H -0.49094 -2.13047 0.62285 -0.133 0.320 0.324
H 0.20399 -1.17659 1.81221 -0.204 -0.208 -0.023
C -2.64803 1.86800 -2.22654 -0.831 1.032 -0.254
P -2.16498 0.94809 -0.75990 0.312 -2.484 -0.223
C -2.87033 1.76103 0.69389 -0.670 0.617 -0.127
C -3.00256 -0.65735 -0.92662 0.236 3.002 0.742
C -4.20539 -0.90948 -0.26110 -1.175 -1.513 0.350
C -4.75007 -2.19217 -0.28762 -0.579 1.928 0.755
C -4.12200 -3.20797 -1.01150 0.181 -1.897 -0.405
C -2.93383 -2.95273 -1.70649 0.445 1.109 -0.276
C -2.40779 -1.65723 -1.71436 0.767 -2.232 -0.900
H -2.09059 2.81202 -2.26316 -0.149 0.017 -0.120
H -3.73239 2.06241 -2.18554 0.196 0.119 -0.304
H -2.41799 1.28852 -3.12906 -0.019 -0.001 0.370
H -3.96314 1.73693 0.69234 -0.044 0.157 0.080
H -2.49905 1.29575 1.61361 0.026 0.050 -0.340
H -2.52830 2.80463 0.67098 -0.074 -0.209 0.151
H -4.71367 -0.11843 0.28800 0.038 -0.212 -0.024
H -5.68312 -2.39162 0.24466 0.182 0.061 -0.125
H -4.56656 -4.20331 -1.05159 0.108 0.168 0.044
H -2.43878 -3.75186 -2.26845 -0.174 0.279 0.082
H -1.51348 -1.44325 -2.31032 -0.205 -0.030 0.249
```
Positions in Å, forces in eV/Å.

Computed properties:
Multiplicity: 3
Energy relative to the best compared isomer or geometry (same formula, charge and spin): 15.6 kcal/mol
<S²>: 2.01
Orbital gap (spin up / spin down): 3.2 / 6.1 eV
Total charge: -1



Entry 3:
The following is a quantum chemistry calculation of a cluster of 6 separate species, C16H44O6 in total at a distorted geometry, from the Open Molecules 2025 dataset.

The geometry in XYZ format:
```
66
Properties=species:S:1:pos:R:3:forces:R:3
C 13.29119 12.30053 11.83096 0.872 0.269 0.201
C 14.23514 13.21992 11.03085 -0.464 -0.817 -1.159
O 13.98535 12.94994 9.56852 -0.007 0.590 1.793
H 13.40535 12.50904 12.90440 0.140 -0.098 -0.218
H 13.43544 11.21320 11.67840 0.098 0.701 -0.173
H 12.27460 12.57392 11.60648 -0.519 -0.053 -0.280
H 15.29661 13.00626 11.17170 -0.116 -0.091 0.376
H 14.05325 14.27821 11.31992 -0.046 -0.556 -0.526
H 14.66915 13.42784 9.08718 -0.114 -0.028 -0.051
C 10.94787 9.17258 12.03398 0.746 -1.315 0.422
C 9.65484 9.52186 11.42253 -0.551 1.601 -0.177
O 8.75229 10.00411 12.43806 0.743 -0.439 0.153
H 10.77318 8.54050 12.89631 0.021 0.010 0.524
H 11.55087 10.02644 12.31176 -0.003 0.200 0.126
H 11.52239 8.52129 11.36837 0.041 0.352 -0.190
H 9.21324 8.68463 10.89095 -0.130 -0.202 -0.049
H 9.86681 10.35133 10.72809 -0.415 -0.328 -0.044
H 8.00149 10.38488 11.98975 -0.523 0.060 -0.287
C 13.21395 6.44770 10.39524 -0.077 -0.965 0.537
C 12.33759 5.21939 10.23350 0.151 -0.360 -1.742
C 10.86408 5.54263 10.18861 -0.295 0.488 0.170
O 12.69093 4.47704 8.97038 -0.219 0.665 1.560
H 13.05263 7.10936 9.55325 0.216 0.430 -0.011
H 14.23483 6.12196 10.51928 0.569 -0.004 -0.639
H 13.03600 6.91346 11.35887 -0.524 0.419 -0.045
H 12.52482 4.52536 11.03931 0.191 -0.344 0.118
H 10.57000 6.17864 11.03720 0.125 -0.122 -0.151
H 10.26004 4.64567 10.23936 -0.078 -0.231 -0.109
H 10.61038 6.07568 9.26556 0.065 -0.023 0.095
H 12.99529 5.11522 8.31374 -0.089 0.039 0.206
C 9.72568 9.65387 8.11515 1.587 -1.605 -1.409
C 11.11626 10.23680 8.28370 -0.100 0.166 0.767
C 11.81687 10.28060 6.94786 -0.335 -0.645 0.117
O 10.89827 11.53608 8.83248 1.553 0.759 0.498
H 9.13943 9.62496 8.98883 -0.624 0.084 0.812
H 9.89289 8.63598 7.73327 -0.206 -0.194 0.476
H 9.21562 10.07549 7.27417 -0.421 0.916 -0.269
H 11.73842 9.61088 8.96250 -0.485 0.311 0.047
H 11.09099 10.80372 6.32137 0.568 0.021 -0.563
H 11.92114 9.20881 6.63896 0.165 0.999 -0.173
H 12.79005 10.78932 7.00530 -0.341 -0.203 -0.168
H 11.77242 11.95588 9.07189 -1.163 -0.613 -0.454
C 10.08285 12.60062 14.95531 0.451 -0.303 -1.207
C 9.22931 11.71031 15.81981 -0.561 0.877 1.990
C 7.74384 12.12164 15.99102 0.271 1.622 0.081
O 9.25759 10.35238 15.45185 0.395 -0.034 -0.090
H 11.04957 12.06413 14.86887 -0.362 0.385 -0.271
H 10.31372 13.58641 15.38262 -0.410 -0.265 -0.007
H 9.62962 12.72304 13.93650 0.471 -0.034 0.718
H 9.71427 11.75756 16.83294 -0.547 -0.243 -0.640
H 7.48618 13.06815 16.55214 0.921 -0.727 -0.459
H 7.28794 11.34709 16.55220 -0.616 -0.874 0.371
H 7.22526 12.24837 15.03941 0.118 -0.319 -0.213
H 9.10308 10.29190 14.50431 -0.129 -0.149 -0.465
C 7.43805 12.67408 10.84454 -0.525 0.777 0.212
C 6.47758 12.00324 9.88668 0.241 0.332 -0.168
C 6.96155 11.97652 8.42597 -0.141 -0.423 0.326
O 6.33326 10.63792 10.33898 0.473 0.973 0.985
H 7.20357 12.17625 11.80861 0.554 0.887 -0.193
H 7.29568 13.80424 10.88078 -0.061 -1.502 0.131
H 8.45001 12.52050 10.50496 0.558 -0.333 0.277
H 5.52787 12.51500 10.04004 -0.330 -0.134 -0.453
H 7.66998 12.76323 8.12698 -0.416 -0.078 0.287
H 6.10019 11.95680 7.75188 0.230 0.015 -0.118
H 7.50279 11.01848 8.35895 -0.118 0.485 -0.332
H 6.03430 10.12919 9.60796 -0.472 -0.776 -0.870
```
Positions in Å, forces in eV/Å.

Computed properties:
Multiplicity: 1
SMILES string: CC(C)O.CC(C)O.CC(C)O.CC(C)O.CCO.CCO
Energy relative to the best compared isomer or geometry (same formula, charge and spin): 29.2 kcal/mol
Orbital gap: 10.3 eV
Total charge: 0



Entry 4:
The following is a quantum chemistry calculation of a cluster of 2 separate species, C6H15BrN in total at a distorted geometry, from the Open Molecules 2025 dataset.

The geometry in XYZ format:
```
23
Properties=species:S:1:pos:R:3:forces:R:3
C -1.88807 -0.36785 -0.85775 -1.174 -2.104 1.165
C 0.15941 0.31056 -2.17615 -1.123 -1.816 -0.618
C 0.32146 -1.63965 -0.54798 1.742 1.104 0.718
C 1.09439 1.00058 2.41405 -3.128 1.045 2.952
C -0.14880 0.69067 0.31126 0.072 -1.636 -0.172
C -0.37556 -0.28205 -0.81984 0.631 0.774 0.393
N 1.13551 0.77493 0.95744 3.160 0.179 1.060
Br -1.10483 2.23463 0.49097 -0.271 0.700 -0.038
H -2.42852 0.51201 -1.24142 0.236 -0.821 -0.252
H -2.17685 -1.38546 -1.17533 -0.087 0.779 -1.485
H -2.27227 -0.60704 0.16259 0.344 1.070 -0.113
H 1.22530 0.24360 -2.37619 0.447 0.904 0.926
H -0.34339 1.28541 -2.24505 0.615 -0.253 -0.821
H -0.09507 -0.43486 -3.01007 -0.696 1.265 1.022
H 1.40526 -1.48172 -0.90934 -1.402 -0.650 0.713
H 0.34209 -1.99169 0.57385 -0.378 0.420 -2.328
H -0.15429 -2.29543 -1.26221 0.088 -0.803 0.305
H 2.03331 1.19929 2.94000 0.218 -0.357 -0.837
H 0.43770 1.91816 2.62657 0.947 -1.440 -0.320
H 0.55477 0.10150 2.87259 0.876 1.256 -0.611
H -1.15660 -1.32109 1.67951 0.079 0.319 0.148
H 1.79766 -0.06096 1.03548 -1.351 0.805 -1.815
H 1.63738 1.59647 0.55701 0.153 -0.741 0.010
```
Positions in Å, forces in eV/Å.

Computed properties:
Multiplicity: 1
Energy relative to the best compared isomer or geometry (same formula, charge and spin): 151.8 kcal/mol
Orbital gap (spin up / spin down): 9.3 / 8.1 eV
Total charge: +1



Entry 5:
The following is a quantum chemistry calculation of an isolated molecule of C2H3N5O at a distorted geometry, from the Open Molecules 2025 dataset.

The geometry in XYZ format:
```
11
Properties=species:S:1:pos:R:3:forces:R:3
C -2.04064 -0.29588 0.10916 2.356 -2.084 0.424
C 0.79496 0.58252 -0.09249 3.124 2.472 0.859
H -2.99529 -1.03828 0.02158 1.934 2.831 0.144
H -1.85378 0.80509 0.73708 -0.960 -3.394 -2.114
H 1.12020 2.50324 -0.35484 -1.990 -2.229 0.902
N -0.98581 -1.05234 -0.29117 -6.036 2.947 1.622
N 0.23564 -0.60078 -0.00041 -2.669 -3.595 -0.918
N 1.06521 -1.68135 -0.09126 1.824 2.084 0.961
N 2.20221 -1.23548 0.03776 0.854 0.993 -0.503
N 0.33338 1.75873 -0.13092 1.147 1.573 -1.125
O 2.12393 0.25454 0.05552 0.417 -1.599 -0.252
```
Positions in Å, forces in eV/Å.

Computed properties:
Multiplicity: 1
SMILES string: [H]/N=c1\onnn1N=C
Energy relative to the best compared isomer or geometry (same formula, charge and spin): 138.9 kcal/mol
Orbital gap: 9.9 eV
Total charge: 0



Entry 6:
The following is a quantum chemistry calculation of a structure of composition C24H26Cl3N5Pm at a distorted geometry, from the Open Molecules 2025 dataset.

The geometry in XYZ format:
```
59
Properties=species:S:1:pos:R:3:forces:R:3
Pm -0.43961 0.60017 -0.22781 -0.300 -4.186 -0.501
C -1.09798 -0.25662 3.71001 -1.237 -1.609 1.615
C -2.06067 0.19567 2.58064 1.394 -0.834 0.104
C -2.67743 -0.97341 1.77798 -1.640 -0.628 0.403
N -2.30595 -0.85721 0.42036 1.239 0.685 -2.530
C -2.71259 -1.72167 -0.54180 0.221 0.975 0.743
C -3.32083 -2.91710 -0.22064 -1.068 -1.126 0.179
C -4.10082 -3.83913 -0.93989 0.555 0.146 0.172
C -4.51139 -3.71104 -2.24114 -1.196 -0.889 0.342
C -4.24374 -2.65099 -3.06471 0.322 1.117 -0.984
C -3.27563 -1.67607 -2.98990 1.133 -0.620 1.063
C -2.37864 -1.35876 -1.92700 -0.433 0.323 -1.146
N -1.35711 -0.53469 -2.07925 0.875 0.304 1.715
C -0.69730 -0.09592 -3.26493 -0.596 -0.788 -2.801
C 0.71543 -0.69064 -3.62350 -0.254 -0.107 1.294
C 1.82422 0.04639 -2.84319 -0.142 -3.470 -0.153
N 1.56115 0.01312 -1.41263 -0.457 1.127 -0.311
C 2.58544 0.27359 -0.62075 1.114 -0.316 0.059
C 3.95688 0.08772 -0.99497 -0.859 0.725 -0.477
C 5.13569 0.41910 -0.31587 -0.734 0.310 0.572
C 5.28034 1.43505 0.64031 0.042 -0.324 -0.452
C 4.20304 2.10832 1.23277 0.363 -0.934 0.082
C 2.95797 1.54397 1.45226 -0.120 1.034 0.602
C 2.27387 0.49057 0.81035 1.788 0.696 -0.211
N 1.27259 -0.09887 1.37907 -2.093 -1.665 -0.108
C 1.37167 -0.50976 2.78248 -0.709 0.636 0.437
C 0.33977 0.15973 3.74531 1.380 -0.038 -0.214
H -1.51631 0.10095 4.70542 0.279 -0.874 -1.111
H -1.01148 -1.37247 3.67686 -0.786 0.642 0.450
H -2.85333 0.85179 2.91930 0.139 0.245 0.152
H -1.34295 0.78448 1.97346 -0.779 0.204 -0.152
H -2.42439 -1.98538 2.14202 0.392 0.501 0.509
H -3.81575 -0.97796 1.87852 1.110 0.233 -0.077
H -3.23431 -3.15624 0.81953 -0.032 -0.181 0.468
H -4.50062 -4.72503 -0.42411 0.487 0.530 0.032
H -5.21132 -4.47602 -2.58802 0.170 0.364 -0.056
H -4.83040 -2.49760 -3.95795 -0.171 -0.698 -0.295
H -3.03728 -1.17971 -3.90979 -0.364 0.480 -0.259
H -1.34978 -0.26494 -4.16408 0.487 0.117 0.576
H -0.55713 0.99950 -3.30075 -0.084 -0.006 0.447
H 0.82423 -1.80443 -3.47909 -0.503 1.141 0.075
H 0.93114 -0.49262 -4.66254 -0.248 0.011 -0.487
H 2.71723 -0.59512 -3.08157 -0.501 0.984 0.064
H 1.93523 1.02431 -3.23980 0.352 1.118 -0.191
H 4.02651 -0.26929 -2.04825 0.486 -0.281 1.369
H 5.99748 -0.16646 -0.59244 0.391 0.353 -0.344
H 6.29267 1.71969 0.94771 -0.405 0.018 -0.317
H 4.40599 3.06462 1.68112 0.110 0.096 0.522
H 2.32503 1.99902 2.24990 0.659 -0.140 -0.629
H 1.23577 -1.59882 2.85153 -0.020 0.132 -0.249
H 2.38796 -0.30559 3.15286 -0.235 0.087 -0.056
H 0.73554 -0.07118 4.77863 -0.467 0.766 -0.987
H 0.29668 1.20778 3.48640 0.750 0.853 0.530
Cl 2.02864 5.31198 -0.23817 -0.094 0.509 0.263
C 0.73565 5.16305 0.94091 -1.315 0.240 0.154
Cl 1.28854 5.24346 2.63965 -0.181 -0.334 -1.024
Cl -0.67998 6.34302 0.75203 1.324 -0.736 -0.122
C 0.12943 3.85163 0.57945 0.190 -0.838 0.497
N -0.22706 2.79201 0.28773 0.270 3.916 0.758
```
Positions in Å, forces in eV/Å.

Computed properties:
Multiplicity: 5
Energy relative to the best compared isomer or geometry (same formula, charge and spin): 7.5 kcal/mol
<S²>: 6.01
Orbital gap (spin up / spin down): 5.9 / 6.0 eV
Total charge: +1